46
Properties=species:S:1:pos:R:3 method="wB97M-V/def2-TZVPD" charge=0 de_lowest_ev=17.380 smiles="CCC(=O)c1ccc(N2CCN(C(=O)c3ccc(Br)cc3)CC2)c(F)c1" lumo_ev=-0.389
C 5.436 5.420 1.855
H 5.280 6.006 2.739
H 5.764 6.026 0.946
H 4.363 5.275 1.517
C 6.157 4.426 2.033
C 6.400 3.492 0.788
O 7.485 3.407 0.237
C 5.104 2.867 0.128
C 4.012 2.657 0.928
C 2.842 1.953 0.520
C 2.933 1.371 -0.980
C 4.058 1.751 -1.745
C 4.978 2.481 -1.021
H 5.976 2.383 -1.760
H 3.940 1.479 -2.704
N 1.818 0.841 -1.298
C 0.336 0.984 -0.669
H -0.266 1.036 -1.572
C -0.043 -0.396 -0.174
N 0.286 -1.566 -0.894
C -0.795 -2.142 -1.485
O -0.450 -3.106 -2.343
C -2.074 -2.216 -0.807
C -3.121 -1.924 -1.440
C -4.549 -1.696 -1.203
C -4.700 -2.120 0.402
C -3.582 -2.317 1.333
C -2.276 -2.518 0.450
H -1.307 -2.730 1.276
H -3.654 -2.709 2.307
Br -6.348 -2.068 1.123
H -5.405 -1.404 -1.561
H -3.154 -1.639 -2.577
C 1.495 -1.451 -1.446
C 1.853 -0.203 -2.239
H 1.160 -0.288 -3.255
H 2.761 -0.216 -2.809
H 2.365 -1.897 -0.594
H 1.557 -2.429 -2.237
H 0.896 -0.526 0.756
H -1.012 -0.381 0.475
H 0.517 1.677 -0.106
F 1.943 1.784 1.403
H 3.967 2.962 2.169
H 5.941 3.675 2.681
H 7.140 4.477 2.316

54
Properties=species:S:1:pos:R:3 method="wB97M-V/def2-TZVPD" charge=0 de_lowest_ev=0.000 lumo_ev=-0.792
Ti 0.693 0.632 -0.549
O -1.244 -2.966 0.733
C -0.339 -2.005 0.407
O -0.847 -0.716 0.212
C 0.991 -2.141 0.312
C 1.771 -3.338 0.553
C 3.116 -3.264 0.542
C 3.794 -2.017 0.261
C 3.036 -0.942 -0.006
N 1.667 -0.965 0.010
C 3.511 0.422 -0.392
O 4.646 0.789 -0.436
O 2.446 1.215 -0.659
H -1.248 -3.103 1.690
H 1.256 -4.269 0.745
H 3.703 -4.152 0.733
H 4.870 -1.946 0.219
Br 1.200 -0.444 3.177
C 0.925 1.382 2.787
C 1.054 2.281 3.837
C 0.852 3.624 3.577
C 0.521 4.016 2.292
C 0.412 3.047 1.318
N 0.617 1.738 1.548
C 0.027 3.419 -0.100
O -0.195 4.567 -0.387
O -0.050 2.385 -0.887
H 1.309 1.920 4.821
H 0.950 4.352 4.372
H 0.342 5.045 2.015
C -2.774 -0.894 2.390
Si -2.528 -0.387 0.608
C -2.743 1.448 0.495
C -3.647 -1.312 -0.538
H -3.562 -0.271 2.821
H -1.873 -0.729 2.986
H -3.088 -1.933 2.501
H -3.807 1.640 0.670
H -2.487 1.836 -0.489
H -2.189 1.990 1.264
H -4.681 -1.142 -0.224
H -3.456 -2.384 -0.510
H -3.535 -0.946 -1.557
O 2.449 -0.856 -2.989
C 1.303 -0.617 -3.278
C 0.645 -0.901 -4.622
C -0.794 -0.425 -4.456
C -0.865 0.051 -3.017
O -1.862 0.444 -2.443
N 0.371 -0.040 -2.420
H 0.732 -1.967 -4.828
H 1.199 -0.373 -5.396
H -1.541 -1.203 -4.608
H -1.055 0.410 -5.105

46
Properties=species:S:1:pos:R:3 method="wB97M-V/def2-TZVPD" charge=0 de_lowest_ev=0.399 lumo_ev=-0.861
Cl 4.046 1.722 4.378
C 3.035 1.530 3.014
C 1.981 2.447 2.776
C 1.199 2.303 1.635
C 1.412 1.249 0.708
C 0.343 0.887 -0.245
C 0.655 0.621 -1.667
C -0.181 1.172 -2.676
C -0.215 0.641 -3.961
C 0.647 -0.433 -4.285
Cl 0.692 -1.041 -5.882
C 1.623 -0.843 -3.381
C 1.649 -0.302 -2.092
C 2.629 0.516 0.860
C 3.390 0.612 2.029
H 1.845 3.273 3.472
H 0.329 2.974 1.511
H -0.513 1.599 -0.164
H -0.922 1.950 -2.410
H -0.847 1.055 -4.744
H 2.407 -1.558 -3.667
H 2.324 -0.725 -1.359
H 2.872 -0.240 0.128
H 4.298 -0.002 2.124
H -0.264 -1.022 0.553
C -1.080 -0.387 0.322
C -1.768 0.201 1.482
O -2.864 0.657 1.576
O -0.950 0.221 2.580
C -1.587 0.814 3.725
C -0.625 0.787 4.882
C -1.968 -0.926 -0.675
O -3.151 -0.579 -0.946
O -1.409 -1.917 -1.424
C -2.289 -2.435 -2.448
C -1.534 -3.468 -3.258
H -1.862 1.848 3.483
H -2.466 0.202 3.930
H -1.064 1.310 5.740
H -0.386 -0.234 5.208
H 0.332 1.248 4.607
H -3.137 -2.896 -1.925
H -2.619 -1.619 -3.113
H -2.183 -3.869 -4.053
H -0.630 -3.024 -3.703
H -1.195 -4.316 -2.645

53
Properties=species:S:1:pos:R:3 method="wB97M-V/def2-TZVPD" charge=+2 de_lowest_ev=0.210 lumo_ev=-6.404
Hf 11.103 9.266 10.020
O 10.466 8.434 14.094
C 10.380 8.572 12.899
N 11.401 8.779 12.023
C 12.696 8.624 12.704
C 13.778 8.507 11.659
C 15.070 8.152 12.026
C 16.066 8.113 11.088
C 15.719 8.392 9.766
C 14.416 8.726 9.472
N 13.431 8.748 10.392
C 9.053 8.587 12.291
C 7.895 8.421 12.999
C 6.654 8.666 12.408
C 6.645 9.093 11.108
C 7.851 9.186 10.407
N 9.030 8.916 10.993
H 12.768 7.731 13.356
H 12.876 9.479 13.379
H 15.247 7.934 13.069
H 17.087 7.859 11.384
H 16.478 8.366 8.990
H 14.116 8.939 8.454
H 7.958 8.148 14.030
H 5.745 8.542 12.957
H 5.722 9.360 10.628
H 7.827 9.498 9.375
O 11.258 12.858 9.069
Cl 10.787 12.089 10.125
O 10.212 12.789 11.179
O 11.941 11.214 10.666
O 9.877 10.989 9.626
C 11.973 5.070 9.114
C 11.208 6.254 8.674
O 10.940 7.222 9.464
N 10.748 6.281 7.439
C 9.763 7.275 7.001
C 10.311 8.641 6.670
C 10.061 9.144 5.403
C 10.585 10.362 5.053
C 11.400 11.039 5.949
C 11.561 10.488 7.195
N 11.027 9.317 7.580
H 13.007 5.083 8.734
H 11.522 4.161 8.771
H 12.029 5.039 10.221
H 10.920 5.475 6.837
H 9.011 7.299 7.797
H 9.289 6.865 6.103
H 9.454 8.555 4.716
H 10.369 10.816 4.100
H 11.795 11.997 5.677
H 12.218 10.989 7.911

51
Properties=species:S:1:pos:R:3 method="wB97M-V/def2-TZVPD" charge=0 de_lowest_ev=0.042 smiles="CN(C(=O)CSc1nc2cc(Cl)ccc2c(=O)n1Cc1ccco1)[C@@H]1CCS(=O)(=O)C1" lumo_ev=0.150
C -1.452 -2.230 0.277
N -1.706 -1.296 -0.798
C -0.865 -1.071 -1.836
O -1.154 -0.341 -2.763
C 0.409 -1.901 -1.931
H 0.162 -2.953 -2.083
H 0.954 -1.532 -2.801
S 1.573 -1.900 -0.533
C 1.457 -0.230 -0.023
N 0.588 0.497 -0.624
C 0.427 1.792 -0.231
C -0.503 2.591 -0.903
C -0.692 3.888 -0.480
C 0.026 4.421 0.593
C 0.950 3.638 1.245
C 1.162 2.317 0.846
C 2.142 1.479 1.526
O 2.821 1.818 2.470
N 2.250 0.177 1.004
C 3.276 -0.695 1.558
C 4.368 -0.939 0.570
C 4.932 -2.093 0.110
C 5.932 -1.699 -0.813
C 5.894 -0.341 -0.847
O 4.952 0.128 -0.013
H 6.460 0.381 -1.401
H 6.582 -2.341 -1.370
H 4.667 -3.090 0.391
H 3.662 -0.166 2.438
H 2.835 -1.649 1.859
H 1.527 4.024 2.072
H -0.146 5.441 0.897
Cl -1.850 4.880 -1.286
H -1.032 2.172 -1.743
C -2.931 -0.515 -0.749
C -4.172 -1.405 -0.825
H -4.881 -1.074 -1.577
H -3.936 -2.452 -0.981
S -4.996 -1.188 0.782
O -4.354 -2.026 1.761
O -6.422 -1.282 0.661
C -4.414 0.521 0.980
C -2.981 0.366 0.527
H -2.428 -0.129 1.325
H -2.503 1.327 0.330
H -4.511 0.842 2.011
H -5.014 1.143 0.323
H -2.890 0.128 -1.634
H -0.711 -1.844 0.981
H -2.377 -2.412 0.823
H -1.090 -3.180 -0.115

Max |F| list, top to bottom, in hartree/bohr: 0.3326, 0.0066, 0.1021, 0.0405, 0.0187
HOMO level list, top to bottom, in eV: -7.7609, -7.0795, -8.9183, -15.0979, -8.6399